(1)
ORCA calculation (ωB97M-V/def2-TZVPD) on a single C5H8N2 molecule.

Geometry as ORCA input:
```
! RIJCOSX wB97M-V def2-TZVPD def2/J DEFGRID3
* xyz 0 1
C -1.81 -0.92 0.23
C -0.70 -0.06 -0.30
C -0.53 1.35 0.14
N 0.35 0.30 0.65
C 1.72 0.35 0.15
C 2.17 -0.94 -0.38
N 2.55 -1.93 -0.86
H -2.08 -0.60 1.24
H -1.51 -1.97 0.27
H -2.70 -0.84 -0.41
H -0.37 -0.28 -1.32
H -0.11 2.05 -0.58
H -1.22 1.78 0.86
H 1.86 1.09 -0.65
H 2.38 0.64 0.98
*
```

Summary:
HOMO level ... -9.79 eV
Structure (SMILES) ... C[C@H]1CN1CC#N
ΔE to the lowest compared entry with this formula, charge and spin ... 38.78 kcal/mol

(2)
ORCA calculation (ωB97M-V/def2-TZVPD) on a single C5H8N2 molecule.

Geometry as ORCA input:
```
! RIJCOSX wB97M-V def2-TZVPD def2/J DEFGRID3
* xyz 0 1
C 2.25 -1.54 0.18
C 1.10 -0.91 0.24
C -0.29 -0.71 0.04
N -1.41 -1.10 -0.32
C -2.53 -0.20 -0.35
N 0.50 0.32 0.57
C 0.81 1.67 0.17
H 3.18 -1.05 0.41
H 2.28 -2.58 -0.10
H -2.91 -0.16 -1.37
H -3.32 -0.62 0.28
H -2.31 0.82 -0.01
H 0.91 1.77 -0.91
H 1.74 1.96 0.65
H 0.01 2.33 0.52
*
```

Summary:
HOMO level ... -8.80 eV
Structure (SMILES) ... C=C1/C(=N/C)N1C
ΔE to the lowest compared entry with this formula, charge and spin ... 73.62 kcal/mol

(3)
ORCA calculation (ωB97M-V/def2-TZVPD) on a single C5H8N2 molecule.

Geometry as ORCA input:
```
! RIJCOSX wB97M-V def2-TZVPD def2/J DEFGRID3
* xyz 0 1
C -1.91 -0.99 -1.09
C -0.65 -0.29 -0.69
C 0.64 -0.43 -1.26
N 1.56 0.25 -0.60
N 0.88 0.80 0.42
C 1.67 0.96 1.83
C -0.46 0.56 0.36
H -2.17 -0.77 -2.13
H -2.75 -0.70 -0.45
H -1.79 -2.08 -1.00
H 0.95 -1.04 -2.10
H 1.52 1.91 1.27
H 2.59 0.35 1.75
H 1.06 0.49 2.62
H -1.14 1.01 1.07
*
```

Summary:
HOMO level ... -8.77 eV
Structure (SMILES) ... Cc1cnn(C)c1
ΔE to the lowest compared entry with this formula, charge and spin ... 72.52 kcal/mol

(4)
ORCA calculation (ωB97M-V/def2-TZVPD) on a single C5H8N2 molecule.

Geometry as ORCA input:
```
! RIJCOSX wB97M-V def2-TZVPD def2/J DEFGRID3
* xyz 0 1
C 2.06 -1.12 -1.06
C 0.92 -0.27 -0.53
C 0.11 -0.77 0.44
N -0.98 -0.06 0.92
C -1.56 0.98 0.29
N -2.44 1.60 1.10
C 0.74 1.06 -0.97
H 2.44 -0.74 -2.02
H 2.89 -1.11 -0.35
H 1.75 -2.16 -1.21
H 0.18 -1.80 0.79
H -1.29 -0.35 1.85
H -3.07 2.30 0.74
H -2.58 1.38 2.09
H 0.82 1.07 -2.08
*
```

Summary:
HOMO level ... -7.21 eV
ΔE to the lowest compared entry with this formula, charge and spin ... 118.86 kcal/mol

(5)
ORCA calculation (ωB97M-V/def2-TZVPD) on a single C5H8N2 molecule.

Geometry as ORCA input:
```
! RIJCOSX wB97M-V def2-TZVPD def2/J DEFGRID3
* xyz 0 1
C 2.55 0.56 1.08
C 1.12 1.02 0.66
C 0.07 -0.14 0.58
C -0.61 -0.05 -0.58
N -2.23 -0.10 -2.61
C -1.93 -0.57 -1.43
N 0.16 -0.90 1.67
H 2.96 1.21 1.83
H 2.33 -0.39 1.60
H 3.35 0.30 0.36
H 1.25 1.70 -0.17
H 0.72 1.44 1.59
H -0.59 0.88 -1.20
H -2.47 -1.35 -0.92
H -0.40 -1.73 1.57
*
```

Summary:
HOMO level ... -8.35 eV
ΔE to the lowest compared entry with this formula, charge and spin ... 170.63 kcal/mol

(6)
ORCA calculation (ωB97M-V/def2-TZVPD) on a single C5H8N2 molecule.

Geometry as ORCA input:
```
! RIJCOSX wB97M-V def2-TZVPD def2/J DEFGRID3
* xyz 0 1
C -1.29 -1.31 0.47
N -0.12 -0.59 0.01
C 1.17 -1.05 0.14
C 2.02 0.02 0.01
C 1.23 1.18 -0.21
C -0.09 0.77 -0.21
N -1.31 1.46 -0.41
H -2.19 -0.80 0.11
H -1.27 -2.33 0.09
H -1.32 -1.32 1.56
H 1.36 -2.10 0.28
H 3.10 -0.03 0.05
H 1.58 2.19 -0.37
H -1.22 2.44 -0.18
H -1.60 1.40 -1.38
*
```

Summary:
HOMO level ... -7.76 eV
Structure (SMILES) ... Cn1cccc1N
ΔE to the lowest compared entry with this formula, charge and spin ... 8.97 kcal/mol

(7)
ORCA calculation (ωB97M-V/def2-TZVPD) on a single C5H8N2 molecule.

Geometry as ORCA input:
```
! RIJCOSX wB97M-V def2-TZVPD def2/J DEFGRID3
* xyz 0 1
C 2.33 -0.54 -0.02
C 0.89 -0.16 0.07
C -0.23 -0.81 -0.40
C -1.35 0.05 -0.19
N -2.66 -0.20 -0.64
C -0.88 1.19 0.41
N 0.49 1.05 0.56
H 2.94 0.00 0.70
H 2.46 -1.61 0.16
H 2.73 -0.32 -1.02
H -0.25 -1.78 -0.87
H -3.36 0.35 -0.15
H -2.91 -1.18 -0.56
H -1.39 2.09 0.74
H 1.09 1.73 0.99
*
```

Summary:
HOMO level ... -7.33 eV
Structure (SMILES) ... Cc1cc(N)c[nH]1
ΔE to the lowest compared entry with this formula, charge and spin ... 3.73 kcal/mol

(8)
ORCA calculation (ωB97M-V/def2-TZVPD) on a single C5H8N2 molecule.

Geometry as ORCA input:
```
! RIJCOSX wB97M-V def2-TZVPD def2/J DEFGRID3
* xyz 0 1
N 1.71 2.67 0.62
C 1.29 1.59 0.54
C 0.83 0.19 0.41
N 1.88 -0.72 -0.05
C -0.35 0.28 -0.42
C -1.72 0.37 0.00
C -1.37 -1.07 -0.33
H 0.50 -0.15 1.40
H 2.69 -0.64 0.56
H 2.18 -0.44 -0.98
H -0.28 -0.27 -1.52
H -1.80 0.60 1.06
H -2.46 0.86 -0.62
H -1.92 -1.52 -1.17
H -1.17 -1.74 0.50
*
```

Summary:
HOMO level ... -9.15 eV
Structure (SMILES) ... N#C[C@H](N)C1CC1
ΔE to the lowest compared entry with this formula, charge and spin ... 75.16 kcal/mol

(9)
ORCA calculation (ωB97M-V/def2-TZVPD) on a single C5H8N2 molecule.

Geometry as ORCA input:
```
! RIJCOSX wB97M-V def2-TZVPD def2/J DEFGRID3
* xyz 0 1
C -1.95 0.87 1.96
N -0.89 0.50 1.06
C -1.18 0.31 -0.16
C -0.08 0.00 -1.07
N 0.17 -0.37 -2.25
C 1.33 -0.04 -1.31
C 2.22 -1.15 -0.80
H -2.90 1.12 1.47
H -1.61 1.73 2.55
H -2.12 0.05 2.67
H -2.19 0.39 -0.58
H 1.84 0.90 -1.53
H 1.66 -2.08 -0.68
H 3.05 -1.34 -1.49
H 2.65 -0.88 0.17
*
```

Summary:
HOMO level ... -9.74 eV
Structure (SMILES) ... C/N=C/C1=N[C@@H]1C
ΔE to the lowest compared entry with this formula, charge and spin ... 59.38 kcal/mol

(10)
ORCA calculation (ωB97M-V/def2-TZVPD) on a single C5H8N2 molecule.

Geometry as ORCA input:
```
! RIJCOSX wB97M-V def2-TZVPD def2/J DEFGRID3
* xyz 0 1
C 1.61 1.34 -0.08
N 0.51 0.51 -0.31
C -0.54 0.79 -1.25
C -1.57 -0.02 -1.04
C -1.24 -0.88 0.15
C 0.23 -0.62 0.29
N 1.12 -1.30 1.08
H 1.81 1.38 0.99
H 1.43 2.34 -0.48
H -1.71 -0.40 1.03
H -0.37 1.57 -1.98
H -2.51 -0.03 -1.58
H -1.57 -1.92 0.14
H 2.04 -0.91 1.19
H 0.76 -1.85 1.85
*
```

Summary:
HOMO level ... -5.93 eV
ΔE to the lowest compared entry with this formula, charge and spin ... 71.16 kcal/mol

(11)
ORCA calculation (ωB97M-V/def2-TZVPD) on 2 unconnected molecules or ions with the total composition C5H8N2.

Geometry as ORCA input:
```
! RIJCOSX wB97M-V def2-TZVPD def2/J DEFGRID3
* xyz 0 1
C 1.61 -0.02 1.24
C 0.67 1.03 0.70
C 0.17 1.08 -0.69
C 0.33 -0.07 -1.56
N 0.24 -1.05 -2.19
N -0.74 0.81 0.45
C -2.00 -1.33 -0.55
H 1.54 -0.96 0.67
H 2.65 0.34 1.18
H 1.39 -0.22 2.29
H 0.87 2.02 1.12
H 0.09 2.03 -1.22
H -1.70 -0.33 -0.76
H -3.06 -1.56 -0.52
H -1.29 -2.14 -0.45
*
```

Summary:
HOMO level (spin up / spin down) ... -10.50 / -8.31 eV
ΔE to the lowest compared entry with this formula, charge and spin ... 134.73 kcal/mol

(12)
ORCA calculation (ωB97M-V/def2-TZVPD) on a single C5H8N2 molecule.

Geometry as ORCA input:
```
! RIJCOSX wB97M-V def2-TZVPD def2/J DEFGRID3
* xyz 0 1
C -0.51 1.34 -0.04
C -0.25 -0.15 -0.09
C -1.31 -1.02 0.58
N 0.35 -0.71 -1.29
C 1.15 -0.66 -0.06
C 2.23 0.30 0.09
N 3.06 1.09 0.23
H -0.67 1.69 0.98
H -1.43 1.54 -0.61
H 0.30 1.92 -0.48
H -1.36 -1.99 0.07
H -1.05 -1.19 1.63
H -2.30 -0.56 0.54
H 0.64 0.03 -1.94
H 1.37 -1.64 0.37
*
```

Summary:
HOMO level ... -10.02 eV
Structure (SMILES) ... CC1(C)N[C@H]1C#N
ΔE to the lowest compared entry with this formula, charge and spin ... 28.87 kcal/mol

(13)
ORCA calculation (ωB97M-V/def2-TZVPD) on a molecular structure, C5H8N2.

Geometry as ORCA input:
```
! RIJCOSX wB97M-V def2-TZVPD def2/J DEFGRID3
* xyz 0 1
C 1.65 -0.60 -0.48
C 0.91 0.11 0.61
C -0.51 1.48 -0.22
N -1.24 0.82 0.85
C -0.50 -0.43 0.92
C -1.03 -1.43 -0.06
N -1.43 -2.19 -0.83
H 1.08 -0.88 -1.38
H 2.57 -0.07 -0.76
H 1.96 -1.55 -0.01
H 0.62 1.37 0.27
H -0.60 1.06 -1.23
H -0.61 2.57 -0.22
H -2.23 0.72 0.66
H -0.54 -0.89 1.91
*
```

Summary:
HOMO level ... -8.51 eV
ΔE to the lowest compared entry with this formula, charge and spin ... 114.00 kcal/mol

(14)
ORCA calculation (ωB97M-V/def2-TZVPD) on a single C5H8N2 molecule.

Geometry as ORCA input:
```
! RIJCOSX wB97M-V def2-TZVPD def2/J DEFGRID3
* xyz 0 1
C -2.45 -0.47 0.43
C -1.06 0.03 0.14
C -0.68 1.03 -0.80
C 0.70 0.91 -0.85
N 1.06 -0.02 0.05
C 2.41 -0.48 0.35
N 0.00 -0.58 0.65
H -3.13 -0.13 -0.37
H -2.87 -0.15 1.39
H -2.44 -1.56 0.41
H -1.26 1.86 -1.17
H 1.44 1.37 -1.51
H 2.89 0.07 1.18
H 3.03 -0.36 -0.53
H 2.36 -1.53 0.63
*
```

Summary:
HOMO level ... -8.94 eV
Structure (SMILES) ... Cc1ccn(C)n1
ΔE to the lowest compared entry with this formula, charge and spin ... 15.13 kcal/mol

(15)
ORCA calculation (ωB97M-V/def2-TZVPD) on a single C5H8N2 molecule.

Geometry as ORCA input:
```
! RIJCOSX wB97M-V def2-TZVPD def2/J DEFGRID3
* xyz 0 1
C -1.62 0.95 -1.68
N -0.65 0.62 -0.79
C 0.26 -0.34 -1.36
C 0.84 -0.95 -0.14
C 0.41 -0.16 0.89
C 0.74 -0.26 2.36
N -0.50 0.82 0.50
H -2.08 1.92 -1.63
H -2.26 0.10 -1.91
H -0.45 -0.60 -2.21
H 1.02 0.18 -1.96
H 1.60 -1.72 -0.09
H 1.18 -1.23 2.60
H -0.16 -0.13 2.97
H 1.45 0.52 2.65
*
```

Summary:
HOMO level (spin up / spin down) ... -7.72 / -7.30 eV
ΔE to the lowest compared entry with this formula, charge and spin ... 98.04 kcal/mol

(16)
ORCA calculation (ωB97M-V/def2-TZVPD) on a molecular structure, C5H8N2.

Geometry as ORCA input:
```
! RIJCOSX wB97M-V def2-TZVPD def2/J DEFGRID3
* xyz 0 1
N -0.83 2.11 -0.16
C -0.16 0.86 -0.01
C -0.05 0.53 1.43
N -0.20 0.72 2.55
C -0.57 -0.38 -0.62
C -0.05 -1.69 -0.24
C 1.26 -1.09 -0.54
H -0.52 2.92 0.37
H -1.76 1.87 0.18
H 0.87 1.25 -0.14
H -1.36 -0.34 -1.34
H -0.04 -2.09 0.78
H -0.18 -2.53 -0.93
H 1.57 -1.05 -1.57
H 2.01 -1.09 0.25
*
```

Summary:
HOMO level (spin up / spin down) ... -8.11 / -8.12 eV
ΔE to the lowest compared entry with this formula, charge and spin ... 123.75 kcal/mol

(17)
ORCA calculation (ωB97M-V/def2-TZVPD) on a single C5H8N2 molecule.

Geometry as ORCA input:
```
! RIJCOSX wB97M-V def2-TZVPD def2/J DEFGRID3
* xyz 0 1
C -0.67 1.59 1.29
N -0.12 0.64 0.34
C -0.38 0.73 -0.96
C -0.15 -0.61 -1.48
C 0.81 -1.26 -0.51
N 1.54 -2.27 -0.82
C 0.45 -0.56 0.70
H -0.53 2.60 0.91
H -1.74 1.40 1.41
H -0.17 1.48 2.25
H -0.87 1.58 -1.40
H -0.04 -0.78 -2.55
H -0.96 -1.18 -0.89
H 1.93 -2.68 0.03
H 0.88 -0.68 1.68
*
```

Summary:
HOMO level ... -7.10 eV
ΔE to the lowest compared entry with this formula, charge and spin ... 62.81 kcal/mol

(18)
ORCA calculation (ωB97M-V/def2-TZVPD) on a single C5H8N2 molecule.

Geometry as ORCA input:
```
! RIJCOSX wB97M-V def2-TZVPD def2/J DEFGRID3
* xyz 0 1
C 2.35 -0.07 0.01
N 0.96 0.09 -0.25
C 0.14 1.15 0.14
C -1.20 1.19 -0.14
C -1.90 -0.10 -0.18
N -1.09 -1.32 0.20
C 0.22 -1.02 0.04
H 3.06 0.40 -0.82
H 2.69 0.53 0.91
H 2.70 -0.99 -0.09
H 0.68 2.25 0.44
H -1.58 2.12 0.68
H -2.64 -0.38 -1.01
H -2.53 -0.27 0.79
H 0.88 -1.95 0.33
*
```

Summary:
HOMO level ... -8.21 eV
Structure (SMILES) ... CN1C=CCN=C1
ΔE to the lowest compared entry with this formula, charge and spin ... 106.81 kcal/mol

(19)
ORCA calculation (ωB97M-V/def2-TZVPD) on a single C5H8N2 molecule.

Geometry as ORCA input:
```
! RIJCOSX wB97M-V def2-TZVPD def2/J DEFGRID3
* xyz 0 1
C 1.86 -0.85 0.09
C 0.58 -0.86 -0.71
C -0.46 -1.48 -0.04
N -1.37 -0.52 0.29
C -0.96 0.70 -0.20
N -1.61 1.88 0.24
C 0.16 0.49 -0.95
H 2.18 -1.83 0.45
H 2.69 -0.29 -0.35
H 1.52 -0.24 0.96
H -0.47 -2.46 0.41
H -2.17 -0.64 0.88
H -0.99 2.38 0.88
H -1.78 2.49 -0.55
H 0.80 1.24 -1.39
*
```

Summary:
HOMO level ... -7.70 eV
Structure (SMILES) ... Cc1c[nH]c(N)c1
ΔE to the lowest compared entry with this formula, charge and spin ... 42.95 kcal/mol

(20)
ORCA calculation (ωB97M-V/def2-TZVPD) on a molecular structure, C5H8N2.

Geometry as ORCA input:
```
! RIJCOSX wB97M-V def2-TZVPD def2/J DEFGRID3
* xyz 0 1
C -1.40 0.21 0.61
C 0.06 -0.25 0.70
C 0.35 -1.44 -0.22
N 0.86 -0.54 -1.30
C 1.05 0.49 -0.23
C 0.76 1.90 -0.46
N 0.44 3.01 -0.48
H -1.76 0.26 -0.43
H -2.02 -0.51 1.14
H -1.56 1.20 1.06
H 0.38 -0.30 1.74
H -0.49 -2.09 -0.49
H 1.18 -2.06 0.14
H 0.08 -0.26 -1.89
H 2.08 0.38 0.12
*
```

Summary:
HOMO level ... -9.73 eV
ΔE to the lowest compared entry with this formula, charge and spin ... 34.30 kcal/mol